192
Properties=species:S:1:pos:R:3:forces:R:3 method="wB97M-V/def2-TZVPD" energy_ha=-5862.05760 homo_lumo_gap_ev=1.85
Pb -2.27866 4.26006 -1.87836 0.0 0.0 -0.1
S -0.50945 -1.55256 -0.48596 4.9 0.8 -2.2
S -2.58273 -1.55378 0.58094 -6.6 -0.4 3.4
S -4.44555 9.70077 0.36640 -1.7 2.9 -3.5
S -5.20626 8.14130 1.93021 -4.3 -2.9 6.5
F -5.15065 6.59507 2.41738 1.1 0.3 -0.6
F 0.32526 -0.56928 -1.49890 -0.7 0.0 0.3
F -4.31989 9.68975 -1.20682 -0.1 -0.6 -0.7
F -3.58161 -0.38934 0.96049 -1.9 0.7 1.4
O -5.76049 10.38826 0.52237 3.7 -1.8 0.4
O -2.23686 2.65309 -6.25375 0.7 0.4 -1.5
O -4.45220 8.84661 2.99333 -1.1 -1.1 -3.0
O -3.20135 10.33556 0.68148 -0.8 -0.9 0.9
O -6.67873 8.24544 1.96613 2.8 0.6 -0.6
O -3.51410 -2.36301 -0.23579 2.9 0.7 1.6
O -11.20868 1.36243 -3.01568 1.2 0.2 0.4
O 2.55852 -3.86296 -9.67841 -0.1 0.0 0.6
O -10.13270 -0.73339 6.93515 -1.4 -2.0 -1.1
O -0.72883 3.17906 2.98185 -0.1 0.4 -0.4
O 0.48211 -1.71719 0.56874 -2.0 0.2 -1.1
O 8.67916 3.11374 1.98032 -0.1 -0.5 1.0
O -4.22862 -8.10532 1.69583 0.3 -0.8 -0.2
O 5.06338 7.81246 -2.79864 -0.4 -0.3 0.0
O -0.76973 -2.68308 -1.37071 -0.5 1.7 1.7
O -2.14073 2.25626 10.23879 0.3 0.8 0.4
O 6.46517 -8.64846 -1.84796 0.6 -2.1 1.3
O 8.74480 -5.10591 4.34488 0.9 -0.6 -0.6
O -2.09602 -1.97378 1.91485 -0.5 0.0 -3.4
N -4.56559 7.98210 0.50270 0.6 3.2 0.3
N -1.77149 -0.42377 -0.14237 4.5 -3.3 -1.9
N 6.50523 -2.33403 4.44959 0.0 2.0 -0.8
N 11.34293 4.32326 4.32223 1.4 0.0 -0.6
N 0.23308 1.21003 7.61492 -0.1 -1.0 -2.3
N -8.24902 3.70817 -3.23239 1.3 -0.5 -0.7
N 8.08103 -7.22390 -3.62017 -0.2 -0.5 0.8
N 4.64646 -2.42324 -12.38568 1.0 0.1 0.3
N -10.79561 -1.58718 3.40071 0.2 -1.8 -0.2
N -1.49699 5.47654 -6.12372 0.2 0.0 -0.7
N -6.88429 -7.38513 2.18964 0.1 1.4 -0.7
N 3.12359 6.46487 -1.46556 -0.1 -0.3 -0.8
C -0.10757 1.74681 8.86363 0.6 1.0 1.6
C 7.55164 -3.15943 4.98581 -1.8 -1.0 0.0
C -11.56271 0.06494 -3.52710 -0.4 1.4 -0.3
C 2.25786 -5.17614 -9.17839 0.5 0.3 -0.9
C -2.28793 1.28190 -6.57604 -0.2 -0.7 0.4
C -9.95009 1.89872 -3.48847 -0.5 0.6 -0.1
C 8.03352 -4.00338 3.76885 0.9 -1.0 2.4
C 3.35633 -3.81890 -10.84381 -0.9 -0.3 -0.8
C -1.05479 4.58393 -7.22380 0.8 -0.9 0.4
C -1.74341 1.70348 11.46094 -0.6 0.7 0.5
C -1.63057 1.62877 9.11842 0.3 0.0 -0.7
C 3.67838 -2.38535 -11.32739 -2.0 0.0 0.5
C -10.68144 -1.50531 5.78673 -0.1 1.1 1.3
C 6.80386 -3.90711 6.10458 1.2 -1.0 -0.1
C -3.11871 -8.82189 1.09549 -0.7 0.8 -0.3
C 9.48855 -5.90464 3.43535 -0.6 -0.2 -1.1
C 3.36055 7.83702 -1.11714 0.1 1.5 0.8
C -6.07160 -7.90374 3.25789 -0.5 -2.6 -0.3
C 5.85940 -7.71478 -2.65698 -0.3 1.0 -0.9
C 0.48850 3.16349 8.89216 -1.0 0.3 0.9
C -8.73049 -0.86588 7.01547 -0.2 1.2 -0.1
C 0.33816 4.00087 -6.94640 0.3 -0.1 0.0
C -10.28499 -0.83247 4.52161 -1.3 1.9 -1.4
C 6.87300 -6.61261 -3.05757 0.4 0.3 -0.3
C 10.01667 3.94329 3.90814 -0.9 0.7 -0.8
C 6.40983 7.93798 -3.14579 0.1 0.6 -0.5
C 5.60840 -9.73657 -1.38828 0.5 0.8 0.0
C -7.02446 -8.64222 4.23271 1.3 0.1 -0.2
C -9.49034 3.14587 -2.73962 -1.3 1.6 0.4
C 10.03648 3.31192 2.46991 -0.3 2.2 -0.4
C 4.85511 8.14063 -1.45003 -1.6 0.3 0.3
C 6.41143 -5.61378 -4.09811 -1.5 -0.4 -0.4
C 2.42038 -1.63843 -11.92892 -0.6 -1.0 1.4
C -5.07238 -8.87801 2.58513 1.7 -0.1 0.2
C 9.14353 5.24776 3.93605 -0.9 -2.1 0.4
C -10.49202 4.42092 -2.72586 0.7 -1.8 1.8
C 8.52342 2.52846 0.68698 2.4 -0.6 0.5
C -10.94126 0.59000 4.28219 1.6 -0.5 0.7
C -2.07904 3.47307 -7.45061 -0.6 0.7 1.1
C 2.98572 8.04891 0.32374 0.1 0.3 0.7
H -0.92835 5.12514 -8.16145 -0.4 0.3 -0.2
H 5.15215 9.17924 -1.30453 0.0 0.1 0.4
H -8.31873 -0.05411 6.41581 0.6 -0.1 -0.3
H 2.76720 -4.29080 -11.63015 -0.2 -0.2 -0.5
H 8.93485 -6.17699 2.53682 -0.7 0.6 -0.4
H 1.23807 1.11142 7.59556 0.1 -0.1 -0.3
H -10.07870 -2.29674 3.34918 -0.4 -0.9 -0.7
H -0.86281 6.26063 -6.17953 0.4 0.2 0.5
H -12.57133 -0.15012 -3.17419 0.2 0.0 0.3
H 3.73645 6.46319 -2.26837 -0.3 -1.3 -0.9
H -0.42055 2.81023 3.80959 0.1 -0.1 0.3
H 9.23229 5.75123 4.89872 0.2 0.0 0.0
H -2.80434 0.78988 -5.75183 0.0 -0.1 0.0
H -12.00412 0.55776 4.04258 0.0 -0.5 0.4
H -8.44565 -0.62461 8.03957 0.1 -0.5 0.1
H -9.20143 -0.92266 4.44497 0.3 1.2 0.3
H -8.35523 4.13601 -4.14110 -0.2 -0.1 -0.3
H -0.71056 1.90481 11.74516 0.3 -0.2 -0.3
H -7.32163 -8.14188 1.68351 -0.4 -0.4 0.4
H 10.82160 2.55959 2.39446 -0.8 -1.1 0.1
H -1.30594 0.82135 -6.68423 0.3 0.2 0.0
H 5.56163 -5.06053 -3.69830 0.1 0.5 -0.1
H -1.88343 0.57115 9.19327 0.1 -0.5 -0.2
H 6.00817 -2.87418 3.75586 -0.4 0.0 0.0
H 6.49195 7.71538 -4.20965 0.2 -0.4 0.2
H -10.06182 2.26332 -4.50960 -0.1 -0.6 -0.6
H 1.57104 -5.09016 -8.33638 0.4 0.2 0.0
H 10.38665 -5.42577 3.04523 0.3 0.2 0.4
H 9.16670 3.09611 0.01461 -0.4 0.2 -0.6
H 4.99149 -7.30368 -2.14139 -0.3 0.2 -0.2
H -10.38138 -2.55316 5.77749 0.6 -0.1 0.3
H 3.61578 5.90237 -0.78626 0.0 -0.3 0.3
H -10.24732 4.90607 -1.78095 0.0 0.3 0.1
H 1.91809 7.87311 0.45551 0.0 -0.5 0.0
H 4.94660 -9.33546 -0.62065 -0.3 -0.1 -0.1
H 6.71426 8.97953 -3.04293 0.2 0.2 0.2
H -9.14116 2.80745 -1.76409 -1.0 0.2 0.6
H -7.54809 -7.87353 4.80103 -0.1 -0.4 0.2
H 2.60411 -0.64469 -12.33735 0.5 -0.3 -0.3
H 10.45990 4.10227 1.85012 0.1 0.4 -0.4
H 7.36189 -4.80395 6.37366 -0.1 -0.1 0.3
H -8.36090 -1.82508 6.65294 0.0 -0.1 0.3
H -7.72645 -9.32216 3.75002 -0.1 0.3 -0.3
H 7.17650 -4.42748 3.24562 -0.3 0.2 -0.1
H -11.76978 -1.55485 5.82082 -0.1 0.4 0.5
H -4.39276 -9.46493 3.20299 0.2 0.5 1.1
H 11.38908 4.73108 5.24508 -0.5 -0.6 0.6
H 4.76560 -1.44492 -12.60659 0.5 0.0 -0.5
H -3.38976 -9.81336 0.73271 -0.2 -0.2 0.3
H -6.21905 -7.08507 1.49142 0.1 0.8 -0.3
H 1.79543 -5.83306 -9.91508 -0.4 0.3 -0.5
H 4.24072 -4.45276 -10.77919 0.5 0.3 0.4
H -2.33755 2.26699 12.18035 -0.1 -0.4 0.3
H 0.53757 3.51998 9.92105 -0.5 0.3 0.1
H -6.38544 -9.29342 4.82912 -0.2 0.2 0.7
H -9.10553 1.21640 -3.39225 -0.2 -0.5 -0.3
H -10.74782 1.25952 5.12030 -0.1 0.1 -0.1
H 0.34330 3.33509 -6.08338 -0.1 -0.1 -0.1
H 7.53158 2.33359 0.27910 -0.3 0.9 0.8
H 5.39347 7.45624 -0.79437 0.6 0.1 0.2
H -2.20805 -8.85357 1.69367 -0.3 -0.2 0.6
H 8.26959 -7.96900 -2.96492 0.8 -0.2 0.4
H 7.72380 -7.78898 -4.37725 0.1 0.0 -0.8
H 9.70020 -6.92991 3.73890 0.3 0.4 1.2
H -10.47130 0.98777 3.38272 0.2 0.3 0.1
H 1.96273 -2.33708 -12.62931 0.3 0.3 -0.7
H -10.88946 -0.74303 -3.24073 0.2 0.2 -0.1
H 0.74129 3.48495 -7.81785 -0.5 -0.4 -0.1
H -2.22541 2.04530 8.30556 0.4 0.0 -0.4
H 6.18738 -10.53847 -0.93020 0.5 0.5 0.0
H -2.33219 5.89923 -6.50304 -0.7 0.1 0.3
H 3.57420 7.37417 0.94543 -0.1 0.0 0.3
H 8.24038 -2.51092 5.52726 0.7 -0.2 -0.7
H 3.17356 -5.72217 -8.95156 0.2 0.2 0.6
H -10.71485 -1.10854 2.51500 0.0 0.4 0.1
H -8.06089 4.49078 -2.62229 0.2 0.1 0.1
H -2.83653 1.06181 -7.49185 -0.2 0.2 -0.1
H 3.09803 9.06302 0.70726 0.4 0.1 -0.2
H 5.05588 -10.25525 -2.17173 -0.2 0.5 -0.4
H 9.34807 5.94164 3.12070 0.2 -0.2 -0.1
H 1.13690 4.72769 -6.79867 -0.4 0.6 0.3
H 6.99516 -1.63310 3.91222 -0.4 0.6 -0.3
H -1.07698 2.42898 2.49978 -0.1 -0.4 0.0
H -11.68159 0.20284 -4.60179 0.4 -0.6 -0.3
H 2.64357 8.47659 -1.63191 0.4 0.1 -0.8
H 8.63438 -3.41285 3.07724 0.2 0.1 0.0
H -2.81270 -8.26372 0.21068 -0.3 0.2 0.0
H 1.51846 3.31713 8.57017 0.0 -0.7 -0.5
H 4.23083 -2.85122 -13.20066 -0.1 -0.1 -0.2
H 5.58182 -8.20661 -3.58926 -0.6 0.0 -0.3
H 7.03866 7.32937 -2.49594 0.2 -0.2 -0.2
H 9.66605 3.11990 4.53038 -0.4 0.4 0.5
H -1.86263 2.98258 -8.39966 0.4 -0.7 0.4
H -11.54385 4.16416 -2.60010 0.0 0.1 -0.6
H 4.04573 -1.87053 -10.43962 0.3 0.3 -0.2
H 8.12772 4.85813 3.86961 -0.4 0.6 -0.2
H -5.53606 -9.72484 2.07919 -0.8 0.3 -0.7
H 1.58414 -1.48668 -11.24644 0.2 0.0 0.6
H 5.79964 -4.20727 5.80536 0.0 0.1 -0.1
H -0.17152 3.78457 8.28658 0.2 0.3 0.1
H 7.19042 -4.98468 -4.52879 0.1 0.1 0.8
H -5.52234 -7.14472 3.81495 -0.1 0.2 -0.3
H -0.14948 0.27981 7.52301 0.0 -0.3 -0.2
H 6.75250 -3.24540 6.96923 -0.2 -0.1 -0.1
H 7.11351 -6.00636 -2.18423 0.4 -0.3 0.3
H 11.54572 5.16771 3.80660 0.5 0.0 -0.7
H 8.98587 1.54209 0.72327 0.1 -0.3 -0.1
H 6.01721 -6.10582 -4.98727 -0.2 -0.4 -0.1
H -3.08240 3.87576 -7.58925 -0.1 0.5 -0.2
H 0.42607 1.14586 9.59996 -0.2 0.0 0.9
H -10.21620 5.15500 -3.48292 -0.5 -0.4 -0.4
H -1.98242 0.64023 11.48252 0.1 -0.2 0.2